A molecular structure, C7H8O2 in a non-equilibrium geometry, computed with ωB97M-V/def2-TZVPD.

```
17
Properties=species:S:1:pos:R:3:forces:R:3:nbo_charge:R:1
C -1.6070 1.0964 -0.0795 1.4 1.8 3.5 -0.587
C -0.1761 0.5675 -0.4209 1.0 0.8 1.8 0.056
C 0.5868 0.4943 0.9259 3.7 0.9 0.8 -0.183
C 1.1423 -0.6321 1.4465 1.1 0.9 -0.3 -0.291
C 0.7655 -1.9129 0.6852 2.5 -2.9 5.3 0.450
C 0.5055 -1.8850 -0.7290 -2.7 2.8 -4.2 -0.293
C -0.1116 -0.7202 -1.2566 1.3 -1.1 -0.7 -0.111
H -2.3541 0.2760 0.3777 1.1 2.1 -1.8 0.279
H -1.2639 1.8274 1.0427 -1.6 -1.9 -3.6 0.247
H -1.8281 1.9578 -0.9539 -0.5 -2.1 1.6 0.179
H -0.6588 2.5624 -0.9753 4.2 -2.1 -0.1 0.403
H 1.1835 1.6268 1.0269 -2.4 -3.4 0.7 0.271
H 2.1203 -0.6704 2.3006 -3.6 0.0 -2.7 0.265
H 0.6373 -2.6981 -1.5135 -0.1 0.6 1.9 0.255
H -0.4872 -0.6063 -2.4000 1.1 -0.5 2.9 0.235
O 0.6546 1.6836 -0.8733 -5.9 1.7 -2.1 -0.645
O 0.8910 -2.9672 1.3964 -0.7 2.5 -3.0 -0.530
```
Positions in Å, forces in eV/Å.

Computed properties:
HOMO energy: -9.50 eV
Frontier orbital gap: 8.59 eV
Energy relative to the best compared isomer or geometry (same formula, charge and spin): 9.067 eV
E: -11474.4929 eV
Spin multiplicity: 1
Total charge: 0

***

A single C7H8O2S molecule in a non-equilibrium geometry, computed with ωB97M-V/def2-TZVPD.

```
18
Properties=species:S:1:pos:R:3:forces:R:3:nbo_charge:R:1
C -1.9919 1.2654 -0.2577 1.0 -0.4 0.3 -0.154
C -0.9714 2.1670 -0.3073 0.3 -3.1 1.0 -0.211
C -1.8258 -0.1291 0.0402 -0.6 0.6 -0.6 -0.264
C 0.3385 1.7477 -0.0146 -0.3 -2.9 -0.6 -0.185
C -0.6461 -0.7472 0.0589 5.3 3.7 -0.3 0.104
C 0.6292 0.4143 0.0576 -3.9 -2.3 0.8 -0.338
C -0.1348 -2.1315 0.0492 -0.3 -0.4 -2.2 -0.685
O 3.1437 0.8677 0.7235 -0.5 -0.8 -0.1 -0.914
O 2.5314 -0.9357 -0.9207 0.6 -0.2 0.4 -0.936
S 2.2557 -0.1828 0.2770 -0.7 0.2 -0.1 2.015
H -2.9746 1.4880 -0.5634 -1.0 0.8 -0.1 0.213
H -1.0045 3.1257 -0.6074 -1.0 3.2 -0.9 0.213
H -2.7460 -0.6730 0.0704 -0.4 -0.6 0.0 0.216
H 1.1714 2.3557 -0.1278 1.3 1.6 0.3 0.231
H 0.3699 -2.2913 0.9197 1.0 -0.7 3.0 0.217
H -0.8550 -2.9291 -0.0777 -0.4 0.1 -0.1 0.232
H 0.7333 -2.3137 -0.6375 -1.2 0.5 -0.2 0.270
H 1.9772 -1.0981 1.3178 0.7 0.8 -0.7 -0.023
```
Positions in Å, forces in eV/Å.

Computed properties:
HOMO energy: -9.35 eV
Frontier orbital gap: 9.46 eV
Energy relative to the best compared isomer or geometry (same formula, charge and spin): 2.513 eV
SMILES: Cc1ccccc1[SH](=O)=O
E: -22315.8770 eV
Spin multiplicity: 1
Total charge: 0

***

A single C7H8O2S2 molecule in a non-equilibrium geometry, computed with ωB97M-V/def2-TZVPD.

```
19
Properties=species:S:1:pos:R:3:forces:R:3:nbo_charge:R:1
C 0.4057 2.4522 -1.5548 1.3 -4.8 2.2 -0.232
C 1.6250 2.3001 -0.8972 -0.3 1.8 0.6 -0.170
C -0.4393 1.3128 -1.5568 -2.7 3.0 -3.3 -0.163
C 2.0622 1.1469 -0.1813 -3.3 0.8 -2.9 -0.279
C -0.1917 0.2050 -0.8755 2.8 -1.1 2.0 -0.277
C 1.1045 0.1271 -0.2353 -0.8 -1.2 1.0 -0.153
C -1.5202 -1.9470 2.2184 0.8 2.7 -3.0 -0.858
O -2.0718 -2.3870 -0.2333 -0.1 0.4 -0.5 -0.939
O 0.4342 -2.5752 0.3415 -0.1 0.7 0.1 -0.869
S 1.4035 -1.2817 0.8427 0.0 0.1 0.0 0.555
S -1.1500 -2.9672 0.7254 -0.1 -0.8 1.2 1.534
H 0.1334 3.2767 -2.0622 -0.7 2.8 -1.5 0.211
H 2.1670 3.2579 -0.8133 0.4 -0.8 -0.2 0.209
H -1.3929 1.3927 -2.2322 1.7 -0.2 1.6 0.214
H 3.0815 1.1403 0.0426 1.2 -0.6 1.1 0.237
H -0.8870 -0.6008 -0.7440 -0.2 -0.2 -0.3 0.254
H -2.5886 -1.9040 2.3888 -0.1 -0.4 -0.2 0.252
H -1.2181 -0.9285 1.7253 -0.7 -1.4 1.2 0.240
H -0.9574 -2.0204 3.1013 0.9 -0.7 1.0 0.236
```
Positions in Å, forces in eV/Å.

Computed properties:
HOMO energy: -8.47 eV
Frontier orbital gap: 8.90 eV
Energy relative to the best compared isomer or geometry (same formula, charge and spin): 1.069 eV
E: -33151.4122 eV
Spin multiplicity: 1
Total charge: 0

***

Question: What is the energy relative to the best compared isomer or geometry (same formula, charge and spin) in the third record?
Answer: 1.069 eV

***

Question: frontier orbital gap of number 3 (C7H8O2S2)?
Answer: 8.90 eV